C2H10NOS2 | ωB97M-V/def2-TZVPD

LUMO level = -3.40 eV
E_HOMO = -13.0 eV
ΔE to the lowest compared entry with this formula, charge and spin = 34.7 kJ/mol
net charge = +1
orbital gap = 9.64 eV

Last column: Mulliken charge in e.
CARTESIAN COORDINATES (ANGSTROEM)
N1 -1.24780 -0.08295 -0.78988  -0.18
C1 -1.19693 -0.08608 0.70382  -0.65
C2 0.06244 0.58858 1.25015  -0.51
S1 0.38141 2.11704 0.37474  -0.09
S2 2.25196 2.71324 0.89949  -0.17
H1 -0.43895 -0.56568 -1.22292  0.27
H2 -1.18182 0.85955 -1.18044  0.37
H3 -2.13768 -0.49635 -1.10491  0.39
H4 -1.22083 -1.12915 0.98851  0.32
H5 -2.10397 0.36702 1.10463  0.37
H6 0.04584 0.52255 2.32824  0.45
H7 0.87223 -0.14207 1.08952  0.29
H8 2.99242 1.96530 0.05900  0.17
H9 1.55465 -1.80571 -1.12570  0.33
H10 0.65667 -2.88256 -1.79169  0.32
O1 0.71036 -1.94273 -1.58256  -0.68



C40H37AuBO4S3Sb | ωB97M-V/def2-TZVPD

LUMO level = -8.14 eV
E_HOMO = -13.4 eV
ΔE to the lowest compared entry with this formula, charge and spin = 45.1 kJ/mol
net charge = +2
orbital gap = 5.24 eV

Last column: Mulliken charge in e.
CARTESIAN COORDINATES (ANGSTROEM)
Au1 -0.33061 0.39457 -1.57744  1.50
O1 2.02749 0.17977 -1.27064  -0.63
S1 3.08209 -0.41893 -0.40124  0.50
C1 3.18519 0.59247 1.15716  0.31
C2 3.18229 2.10187 0.96786  -1.51
C3 1.77769 2.66637 0.73496  0.63
C4 0.88189 2.60847 1.96496  -1.20
S2 -0.56201 1.42857 1.77746  0.25
O2 -0.07241 0.28697 0.94886  0.24
C5 -0.46681 0.77917 3.47866  1.19
C6 -1.17311 1.40347 4.49296  -0.56
C7 -1.02791 0.94727 5.79426  -0.77
C8 -0.18981 -0.12463 6.06676  -0.53
C9 0.49429 -0.75693 5.03966  -0.98
C10 0.34719 -0.30963 3.73826  -0.29
C11 4.63229 0.14347 -1.15804  0.25
C12 5.84119 -0.14233 -0.54004  -0.45
C13 7.01289 0.32327 -1.11214  -0.72
C14 6.97299 1.02827 -2.30614  -0.48
C15 5.76129 1.27217 -2.93424  -0.76
C16 4.58289 0.82207 -2.36324  -0.23
H1 4.10629 0.25937 1.63326  0.79
H2 2.33329 0.26407 1.74886  -0.83
H3 3.81439 2.36957 0.11716  0.43
H4 3.62069 2.56827 1.85696  0.52
H5 1.32539 2.09177 -0.07584  -0.88
H6 1.86129 3.70087 0.39856  0.61
H7 0.38849 3.55887 2.15536  0.64
H8 1.44189 2.31447 2.85096  0.74
H9 -1.82581 2.23217 4.26596  0.50
H10 -1.56501 1.43547 6.59236  0.45
H11 -0.07801 -0.47463 7.08066  0.44
H12 1.14769 -1.59073 5.24516  0.43
H13 0.85249 -0.80183 2.92056  0.13
H14 5.87609 -0.71613 0.37326  0.43
H15 7.95649 0.13347 -0.62704  0.42
H16 7.89109 1.37357 -2.75484  0.41
H17 5.73049 1.81437 -3.86534  0.43
H18 3.62509 0.99747 -2.82974  0.42
S3 -2.81941 -0.09653 -1.14124  -0.47
Sb1 -2.70061 -2.43273 -0.89444  1.66
C17 -0.62511 -2.92443 -1.18734  0.58
C18 -0.01641 -2.56243 -2.37904  -0.84
C19 1.32169 -2.85913 -2.57854  -0.59
C20 2.03999 -3.51093 -1.59074  -0.74
C21 1.42159 -3.87703 -0.40664  -0.53
C22 0.08189 -3.58533 -0.19804  -0.62
C23 -3.23281 -2.77293 1.17526  0.43
C24 -2.36201 -2.27543 2.13386  0.16
C25 -2.69341 -2.40063 3.47346  -0.51
C26 -3.88441 -3.00533 3.84236  -0.72
C27 -4.74641 -3.49443 2.87476  -0.72
C28 -4.42481 -3.37903 1.53046  -0.44
C29 -3.96851 -3.02743 -2.55494  0.89
C30 -3.59761 -2.55023 -3.80264  -0.35
C31 -4.41111 -2.80333 -4.89454  -0.80
C32 -5.58951 -3.51303 -4.73084  -0.53
C33 -5.94871 -3.98473 -3.47934  -0.65
C34 -5.13601 -3.74673 -2.37984  -0.38
H19 -0.57901 -2.07773 -3.16704  0.39
H20 1.79509 -2.59263 -3.51064  0.46
H21 3.07839 -3.75433 -1.75324  0.49
H22 1.97629 -4.40693 0.35226  0.47
H23 -0.40291 -3.88453 0.72286  0.57
H24 -1.44361 -1.78253 1.83806  0.16
H25 -2.02011 -2.01613 4.22566  0.37
H26 -4.14571 -3.08823 4.88606  0.43
H27 -5.67661 -3.96033 3.16086  0.43
H28 -5.10671 -3.75383 0.78106  0.24
H29 -2.69271 -1.97023 -3.93134  0.16
H30 -4.12701 -2.42953 -5.86654  0.41
H31 -6.23271 -3.68853 -5.57884  0.41
H32 -6.86991 -4.53223 -3.35024  0.42
H33 -5.42571 -4.12483 -1.41034  0.36
O3 -0.90951 3.15817 -0.70104  -0.46
B1 -0.43131 2.45217 -1.79434  0.22
O4 0.04579 3.32197 -2.74374  -0.49
C35 -0.12681 4.58137 -2.25354  0.96
C36 0.17809 5.81517 -2.80104  -1.14
C37 -0.10481 6.92377 -2.01534  -0.46
C38 -0.66781 6.81007 -0.73924  -0.66
C39 -0.98361 5.57827 -0.19364  -0.73
C40 -0.71271 4.47307 -0.97634  0.45
H34 0.60799 5.91007 -3.78654  0.51
H35 0.10599 7.90927 -2.39984  0.42
H36 -0.86471 7.70407 -0.16994  0.42
H37 -1.43301 5.47057 0.77936  0.53



C15H58N6O14 | ωB97M-V/def2-TZVPD

LUMO level = -0.11 eV
E_HOMO = -8.5 eV
ΔE to the lowest compared entry with this formula, charge and spin = 153.5 kJ/mol
orbital gap = 8.39 eV

Last column: Mulliken charge in e.
CARTESIAN COORDINATES (ANGSTROEM)
C1 -9.80500 15.66100 11.13500  0.26
C2 -9.65300 14.35800 10.36100  -0.80
O1 -8.41500 14.37100 9.74900  -0.52
H1 -10.84200 15.62400 11.49000  -0.31
H2 -9.73000 16.58700 10.51700  -0.28
H3 -9.18600 15.70900 12.04200  0.49
H4 -10.52200 14.17700 9.69100  0.31
H5 -9.84200 13.48300 10.97200  0.44
H6 -8.37500 13.60900 9.16600  0.30
C3 -13.39800 17.02100 13.48800  0.38
O2 -13.72000 17.76900 14.65800  -0.72
N1 -13.41700 15.76500 13.41800  -0.24
N2 -12.89500 17.63500 12.43800  0.10
H7 -13.73400 15.19900 14.22500  0.27
H8 -13.16400 15.21200 12.59300  0.21
H9 -12.53200 18.56700 12.64900  0.19
H10 -12.48900 17.18900 11.62900  0.25
C4 -5.62000 20.32900 10.66400  0.33
O3 -5.47700 20.99200 11.87800  -0.69
N3 -6.68100 19.63400 10.35200  0.11
N4 -4.67200 20.29600 9.77700  -0.46
H11 -7.55000 19.71000 10.90900  0.04
H12 -6.87700 19.59400 9.32300  0.32
H13 -3.82800 20.82000 9.99300  0.31
H14 -4.55200 19.51100 9.15900  0.18
C5 -12.83500 20.58100 9.67100  0.31
O4 -11.80500 20.69000 8.69600  -0.78
N5 -13.73300 19.71500 9.44900  -0.50
N6 -12.96100 21.15400 10.85600  -0.51
H15 -13.92100 19.52000 8.49000  0.35
H16 -14.48100 19.31900 10.17500  0.33
H17 -12.58500 22.18300 10.80700  0.33
H18 -13.73200 20.98000 11.47800  0.20
C6 -10.42400 23.84800 13.07900  -0.35
O5 -11.78800 23.85200 13.39700  -0.53
H19 -9.81800 23.87700 13.96700  0.51
H20 -10.08900 24.82600 12.65100  0.40
H21 -10.16200 22.99100 12.46600  -0.32
H22 -11.79600 24.33400 14.24200  0.35
C7 -8.64600 18.30800 7.83700  -0.73
O6 -7.33900 18.98500 7.89200  -0.48
H23 -8.85900 17.51100 8.58200  0.38
H24 -8.66400 17.93100 6.82800  0.49
H25 -9.46300 18.98900 7.95100  0.02
H26 -6.65100 18.34000 7.62700  0.25
C8 -6.82900 22.24800 7.87700  -0.32
O7 -5.53000 22.45400 8.38000  -0.64
H27 -6.85400 21.43800 7.15600  0.31
H28 -7.21800 23.12300 7.37900  0.35
H29 -7.59700 21.93000 8.58100  -0.16
H30 -5.31000 21.58200 8.82300  0.51
C9 -7.59400 23.06700 11.26600  -0.52
O8 -7.10900 23.81600 12.33500  -0.65
H31 -8.53900 23.42900 10.78400  0.18
H32 -7.67200 22.04100 11.37300  0.16
H33 -6.92200 23.21300 10.43500  0.66
H34 -6.18600 23.59500 12.40700  0.36
C10 -7.87000 21.25800 14.26100  0.28
O9 -7.62700 22.59100 14.64500  -0.65
H35 -8.61700 21.32200 13.50200  -0.75
H36 -8.19800 20.70500 15.14200  0.36
H37 -6.93300 20.83400 13.82000  0.25
H38 -7.71200 23.05200 13.81800  0.30
C11 -11.86100 17.05800 8.35500  -0.24
O10 -12.60500 17.35500 9.48400  -0.53
H39 -11.13600 16.23700 8.48200  0.03
H40 -11.25100 17.89700 8.16800  -0.05
H41 -12.51200 16.81200 7.49400  0.38
H42 -13.09100 18.22000 9.49200  0.40
C12 -10.13000 16.88200 14.39000  -0.67
O11 -9.40500 18.12800 14.17500  -0.44
H43 -10.78200 16.84800 15.25100  0.35
H44 -9.36800 16.15200 14.54400  0.55
H45 -10.74700 16.35200 13.58900  0.02
H46 -8.53600 17.93300 13.83400  0.26
C13 -9.75800 20.15600 10.56400  1.70
O12 -9.06200 19.56700 11.62400  -0.54
H47 -10.21600 21.08500 10.89500  -0.54
H48 -10.42100 19.41900 10.16900  0.29
H49 -9.04000 20.48300 9.81000  -0.56
H50 -9.72900 19.08300 12.16700  -0.14
C14 -11.47600 20.68400 14.16700  -0.32
O13 -11.81500 20.07700 12.96400  -0.57
H51 -10.43500 21.02400 14.06600  -0.19
H52 -11.53900 20.05000 14.97700  0.45
H53 -12.10100 21.52000 14.45300  0.34
H54 -11.88400 20.71300 12.26900  -0.04
C15 -10.34200 23.58400 7.82500  -0.64
O14 -10.34000 22.92200 9.06900  -0.22
H55 -10.51700 24.63400 7.97600  0.28
H56 -11.18400 23.25000 7.19400  0.29
H57 -9.37700 23.39600 7.31400  0.06
H58 -10.78200 22.08600 8.95100  0.12



C4H7BiO2 | ωB97M-V/def2-TZVPD

LUMO level (alpha / beta) = -11.93 / -12.31 eV
E_HOMO (alpha / beta) = -18.1 / -17.2 eV
ΔE to the lowest compared entry with this formula, charge and spin = 0.0 kJ/mol
net charge = +2
orbital gap (alpha / beta) = 6.15 / 4.85 eV

Last column: Mulliken charge in e.
CARTESIAN COORDINATES (ANGSTROEM)
C1 -2.06680 -1.24874 -0.65037  -0.55
C2 -1.22597 -1.43580 0.60427  -0.51
C3 0.02968 -0.64333 0.37511  -0.39
C4 1.14749 -1.16759 -0.16932  0.60
O1 2.29865 -0.54979 -0.36225  -0.38
Bi1 3.18847 1.09176 -0.17788  1.26
H1 -2.28710 -0.18104 -0.82494  0.36
H2 -1.55600 -1.66129 -1.53146  0.37
H3 -1.00204 -2.50309 0.74904  0.31
H4 -1.78348 -1.04835 1.47291  0.39
H5 0.04769 0.39987 0.71272  0.19
H6 1.12646 -2.21155 -0.52093  0.40
O2 -3.34334 -1.97783 -0.59118  -0.40
H7 -3.87932 -1.59593 0.10930  0.35